This record from the Open Molecules 2025 dataset describes a cluster of 5 separate species, C30H52IN4O12 in total at a distorted geometry. The level of theory is ωB97M-V/def2-TZVPD.

Computed properties:
**Spin multiplicity**: 1
**Frontier orbital gap**: 8.8 eV
**Net charge**: +1
**HOMO level**: -0.4229 hartree

Bonds (Å) are listed after each position.
Atoms and positions in Å:
1 C -3.6117 0.5299 0.0869  C2 1.589, H20 1.155, H21 1.154, H22 1.139
2 C -2.8808 -0.8476 -0.2177  C1 1.589, N3 1.440, N19 1.431
3 N -3.7265 -1.9137 -0.6896  C2 1.440, C4 1.473
4 C -2.7097 -2.9619 -0.8830  N3 1.473, N5 1.340, N10 1.442
5 N -3.1429 -4.1409 -1.3507  C4 1.340, C6 1.513, H23 1.026
6 C -4.6085 -4.3918 -1.6326  N5 1.513, C7 1.626, H24 1.151, H25 1.141
7 C -4.7043 -5.9678 -2.0216  C6 1.626, C8 1.606, H26 1.139, H27 1.157
8 C -6.0003 -6.5762 -1.2950  C7 1.606, I9 2.210, H28 1.141, H29 1.140
9 I -6.1262 -8.6833 -1.9507  C8 2.210
10 N -1.3724 -2.5537 -0.5290  C4 1.442, C11 1.485, N19 1.374
11 C -0.1755 -3.4294 -0.5994  N10 1.485, C12 1.634, H30 1.155, H31 1.149
12 C 0.3340 -3.6948 0.9306  C11 1.634, C13 1.612, H32 1.144, H33 1.144
13 C -0.7914 -4.6153 1.6269  C12 1.612, C14 1.569, C18 1.555
14 C -1.9925 -3.9073 2.3456  C13 1.569, C15 1.550, H34 1.137
15 C -3.0862 -4.7691 3.0270  C14 1.550, C16 1.564, H35 1.148
16 C -3.0169 -6.3310 2.9917  C15 1.564, C17 1.564, H36 1.151
17 C -1.8238 -7.0698 2.3018  C16 1.564, C18 1.555, H37 1.136
18 C -0.7416 -6.1695 1.6409  C13 1.555, C17 1.555, H38 1.151
19 N -1.5100 -1.2486 -0.1219  C2 1.431, N10 1.374, H39 1.028
20 H -3.9580 0.9606 -0.9269  C1 1.155
21 H -4.5775 0.3585 0.6939  C1 1.154
22 H -2.9368 1.3045 0.5776  C1 1.139
23 H -2.4497 -4.8812 -1.5078  N5 1.026
24 H -5.1572 -4.2122 -0.6374  C6 1.151
25 H -5.0096 -3.7513 -2.4872  C6 1.141
26 H -4.6906 -6.1108 -3.1515  C7 1.139
27 H -3.7976 -6.5519 -1.6032  C7 1.157
28 H -6.9138 -5.9899 -1.6475  C8 1.141
29 H -5.8396 -6.4803 -0.1707  C8 1.140
30 H -0.4342 -4.4809 -1.0016  C11 1.155
31 H 0.6633 -3.0277 -1.2744  C11 1.149
32 H 0.3595 -2.6763 1.4504  C12 1.144
33 H 1.3516 -4.2167 0.8877  C12 1.144
34 H -2.0796 -2.7737 2.3744  C14 1.137
35 H -3.9713 -4.2779 3.5684  C15 1.148
36 H -3.8673 -6.9304 3.4837  C16 1.151
37 H -1.8099 -8.2058 2.3151  C17 1.136
38 H 0.1504 -6.6980 1.1411  C18 1.151
39 H -0.7323 -0.6582 0.2003  N19 1.028
40 C 1.9572 2.0247 -5.5751  C41 1.517, H47 1.093, H48 1.092, H49 1.093
41 C 0.6210 2.6570 -5.2351  C40 1.517, O42 1.435, H50 1.092, H51 1.094
42 O -0.4148 1.6665 -5.1568  C41 1.435, C43 1.339
43 C -0.4313 0.9343 -4.0358  O42 1.339, O44 1.209, O45 1.346
44 O 0.3282 1.0398 -3.1010  C43 1.209
45 O -1.4290 0.0368 -4.1380  C43 1.346, C46 1.423
46 C -1.4918 -0.8707 -3.0442  O45 1.423, H52 1.086, H53 1.093, H54 1.091
47 H 1.8771 1.4225 -6.4836  C40 1.093
48 H 2.7209 2.7906 -5.7225  C40 1.092
49 H 2.2930 1.3550 -4.7796  C40 1.093
50 H 0.3344 3.3479 -6.0310  C41 1.092
51 H 0.6717 3.2361 -4.3085  C41 1.094
52 H -1.5284 -0.3417 -2.0965  C46 1.086
53 H -0.6355 -1.5496 -3.0750  C46 1.093
54 H -2.4046 -1.4593 -3.1466  C46 1.091
55 C 0.0234 2.5918 6.1966  C56 1.517, H62 1.093, H63 1.092, H64 1.093
56 C -0.7951 3.3659 5.1806  C55 1.517, O57 1.435, H65 1.092, H66 1.094
57 O -0.0214 3.6578 4.0081  C56 1.435, C58 1.340
58 C 0.1449 2.6378 3.1559  O57 1.340, O59 1.210, O60 1.345
59 O -0.2996 1.5200 3.2827  C58 1.210
60 O 0.9167 3.0644 2.1403  C58 1.345, C61 1.423
61 C 1.2501 2.0420 1.2085  O60 1.423, H67 1.093, H68 1.093, H69 1.090
62 H 0.9535 3.1192 6.4227  C55 1.093
63 H -0.5400 2.4518 7.1211  C55 1.092
64 H 0.3024 1.6074 5.8136  C55 1.093
65 H -1.0895 4.3265 5.6090  C56 1.092
66 H -1.7146 2.8366 4.9143  C56 1.094
67 H 0.3552 1.5321 0.8430  C61 1.093
68 H 1.9384 1.3294 1.6689  C61 1.093
69 H 1.7512 2.5083 0.3596  C61 1.090
70 C 2.2842 3.9032 -11.9992  C71 1.517, H77 1.093, H78 1.092, H79 1.092
71 C 1.5787 3.5530 -10.7027  C70 1.517, O72 1.434, H80 1.092, H81 1.094
72 O 2.4908 3.5735 -9.5967  C71 1.434, C73 1.343
73 C 2.8160 4.7931 -9.1380  O72 1.343, O74 1.206, O75 1.345
74 O 2.4077 5.8457 -9.5624  C73 1.206
75 O 3.7003 4.6387 -8.1361  C73 1.345, C76 1.427
76 C 4.2057 5.8683 -7.6185  O75 1.427, H82 1.092, H83 1.092, H84 1.091
77 H 3.1507 3.2548 -12.1519  C70 1.093
78 H 1.6064 3.7977 -12.8485  C70 1.092
79 H 2.6554 4.9305 -11.9830  C70 1.092
80 H 1.1868 2.5352 -10.7669  C71 1.092
81 H 0.7283 4.2145 -10.5138  C71 1.094
82 H 3.3955 6.5411 -7.3300  C76 1.092
83 H 4.8556 6.3433 -8.3565  C76 1.092
84 H 4.7972 5.6406 -6.7307  C76 1.091
85 C 5.7847 3.1919 8.7874  C86 1.517, H92 1.093, H93 1.092, H94 1.092
86 C 4.4455 3.8209 9.1227  C85 1.517, O87 1.433, H95 1.093, H96 1.094
87 O 3.4142 2.8283 9.2004  C86 1.433, C88 1.343
88 C 3.3985 2.0965 10.3266  O87 1.343, O89 1.206, O90 1.345
89 O 4.1560 2.2081 11.2585  C88 1.206
90 O 2.4051 1.1958 10.2239  C88 1.345, C91 1.426
91 C 2.3381 0.2848 11.3195  O90 1.426, H97 1.092, H98 1.092, H99 1.091
92 H 5.7085 2.5873 7.8798  C85 1.093
93 H 6.5464 3.9601 8.6404  C85 1.092
94 H 6.1201 2.5255 9.5854  C85 1.092
95 H 4.1587 4.5092 8.3242  C86 1.093
96 H 4.4923 4.4020 10.0481  C86 1.094
97 H 2.2951 0.8134 12.2739  C91 1.092
98 H 3.1948 -0.3922 11.2932  C91 1.092
99 H 1.4266 -0.3043 11.2106  C91 1.091